Molecular formula: C3H11NO
Method: DFT, the ωB97M-V functional and the def2-TZVPD basis

```
16
Properties=species:S:1:pos:R:3:forces:R:3:lowdin_charge:R:1
C 0.140 -0.229 0.977 -0.109 -2.072 0.373 -0.0216
N -0.725 0.885 0.727 -0.728 1.364 3.497 -0.0979
C -2.072 0.885 1.375 0.390 -0.623 -1.127 0.0189
C -0.122 2.246 0.788 0.836 -0.661 -2.099 0.0050
H -0.282 -1.177 1.456 -0.352 1.728 -0.493 0.1430
H 1.000 0.037 1.588 0.180 0.444 -0.238 0.1193
H 0.470 -0.616 0.026 0.596 0.080 -0.653 0.1190
H -2.690 1.557 0.762 0.038 0.078 0.788 0.1162
H -2.490 -0.121 1.321 0.063 0.086 0.075 0.1040
H -1.913 1.159 2.450 -0.244 0.121 -0.918 0.1444
H -0.742 2.981 0.284 -0.466 -0.132 0.280 0.1090
H 0.787 2.202 0.177 0.072 0.026 0.352 0.1127
H 0.141 2.578 1.795 -0.278 -0.451 0.165 0.1278
H 3.051 -3.426 -4.257 0.044 -0.135 -0.312 0.0277
H 2.729 -4.634 -5.190 0.106 0.224 -0.011 0.0355
O 2.716 -4.327 -4.279 -0.148 -0.078 0.322 -0.0632
```
Positions in Å, forces in eV/Å.

The LUMO energy (spin up / spin down) comes out at -3.06 / -7.72 eV. The calculation puts the HOMO-LUMO gap (spin up / spin down) at 10.30 / 5.64 eV. The multiplicity is 2. The total charge is +1.

Molecular formula: C3H11NO2
Method: DFT, the ωB97M-V functional and the def2-TZVPD basis

```
17
Properties=species:S:1:pos:R:3:forces:R:3:lowdin_charge:R:1
C -1.242 -0.998 1.916 2.199 -1.150 -0.346 -0.1867
C 0.058 -0.343 1.454 -0.221 1.823 -1.300 -0.2361
C 0.114 0.846 0.756 -2.040 -1.951 2.737 -0.2934
N 1.207 1.729 0.833 0.554 -2.447 1.918 0.0198
H -1.942 -0.628 1.189 -1.130 -0.169 0.164 0.0137
H -1.140 -2.150 1.881 -0.438 1.810 -0.019 0.0723
H -1.386 -0.675 2.962 -0.516 -0.207 -0.437 0.0571
H 0.986 -0.795 1.709 0.749 -0.358 0.485 0.0630
H -0.915 1.207 0.535 1.070 0.392 -0.420 0.0854
H 1.434 2.101 -0.030 0.641 0.923 -2.222 -0.0063
H 2.001 1.110 1.156 -0.860 1.309 -0.523 0.0999
H 0.439 1.215 -2.280 0.834 0.360 0.351 0.0028
H 1.675 1.158 -3.130 -0.286 0.870 1.581 0.0406
O 1.354 1.609 -2.286 -0.622 -1.348 -1.903 -0.2281
H -1.055 -2.221 -2.811 -1.065 -1.253 -1.473 -0.0888
H -1.113 -1.491 -1.530 1.454 -0.055 -1.329 -0.0236
O -0.474 -1.675 -2.323 -0.323 1.451 2.735 -0.3915
```
Positions in Å, forces in eV/Å.

The LUMO energy (spin up / spin down) comes out at 4.04 / 3.88 eV. The calculation puts the HOMO-LUMO gap (spin up / spin down) at 3.18 / 8.73 eV. The multiplicity is 2. The total charge is -1.

Molecular formula: C3H11NO2
Method: DFT, the ωB97M-V functional and the def2-TZVPD basis

```
17
Properties=species:S:1:pos:R:3:forces:R:3:lowdin_charge:R:1
N -0.522 -0.157 -2.654 0.756 0.318 1.619 -0.0127
C -0.812 0.590 -1.359 0.834 0.310 -0.556 -0.2664
C -0.168 -0.082 -0.099 0.154 -0.421 -3.760 -0.1594
C 1.357 -0.217 -0.346 -0.097 1.675 3.113 -0.2143
O 1.960 0.441 0.836 -0.223 -0.406 -0.223 -0.1142
H -0.172 -1.061 -2.338 -0.384 -0.332 -0.389 0.0467
H 0.349 0.267 -2.965 -0.150 -0.017 -0.484 0.0463
H -0.361 1.575 -1.507 -0.396 0.233 0.165 0.1019
H -1.887 0.673 -1.307 -0.290 0.142 0.412 0.0884
H -0.566 -1.078 -0.326 -0.280 -0.229 1.599 0.1002
H -0.381 0.426 0.832 -0.171 -0.361 0.164 0.1043
H 1.771 0.410 -1.128 -0.384 -0.770 -0.966 0.1087
H 1.625 -1.263 -0.268 0.451 -0.105 -0.781 0.1084
H 2.795 0.821 0.559 0.161 -0.037 0.095 0.0652
O -1.619 -0.680 4.380 -0.784 0.413 -0.342 -0.0518
H -0.992 -0.438 3.709 1.159 -0.148 -0.260 0.0104
H -2.377 -0.227 3.982 -0.358 -0.267 0.595 0.0383
```
Positions in Å, forces in eV/Å.

The LUMO energy comes out at 0.67 eV. The calculation puts the HOMO-LUMO gap at 10.67 eV.